Entry 1:
DFT (ωB97M-V/def2-TZVPD) results for one molecule with the formula C3H4S2 in a non-equilibrium geometry.

Values from the calculation:
F_max: 2.86 eV/Å
LUMO energy: -1.9365 eV
ΔE to the lowest compared entry with this formula, charge and spin: 105.1 kJ/mol
Highest occupied orbital energy: -8.93 eV
Structure (SMILES): CC(=S)C=S
Multiplicity: 1
Kohn-Sham gap: 0.2569 Eh

Structure (XYZ):
```
9
Properties=species:S:1:pos:R:3:nbo_charge:R:1
C 0.5471 1.0134 0.0412 -0.677
C -0.0459 -0.2212 -0.5581 -0.186
S 0.0487 -0.4309 -2.1397 0.123
C -0.6691 -1.1805 0.2788 -0.344
S -1.1087 -0.6911 1.7634 0.120
H -0.0140 1.2700 0.8862 0.243
H 0.7726 1.8181 -0.6741 0.244
H 1.4990 0.5799 0.5617 0.236
H -1.0297 -2.1577 -0.1594 0.242
```

---

Entry 2:
DFT (ωB97M-V/def2-TZVPD) results for C3H4S3 as an isolated structure in a non-equilibrium geometry.

Values from the calculation:
F_max: 5.27 eV/Å
LUMO energy: -0.7068 eV
ΔE to the lowest compared entry with this formula, charge and spin: 556.3 kJ/mol
Highest occupied orbital energy: -8.84 eV
Multiplicity: 1
Kohn-Sham gap: 0.2991 Eh

Structure (XYZ):
```
10
Properties=species:S:1:pos:R:3:nbo_charge:R:1
C -1.7890 0.1427 0.4461 -0.221
C -1.5582 1.2170 -0.1155 -0.356
C 0.9590 -0.2669 0.0660 -0.482
S 0.4168 -1.7273 -0.4670 0.000
S 2.0573 0.6367 -1.0339 0.090
S 0.7906 0.4306 1.6766 0.111
H -2.2346 -0.7884 0.7031 0.242
H -1.6993 1.4270 -1.5150 0.314
H 1.9951 -0.3736 -2.0007 0.163
H 1.0623 -0.6979 2.2402 0.139
```

---

Entry 3:
DFT (ωB97M-V/def2-TZVPD) results for C3H5AgO3 as an isolated structure in a non-equilibrium geometry.

Values from the calculation:
F_max: 2.03 eV/Å
LUMO energy (alpha / beta): 0.6750 / -2.5027 eV
ΔE to the lowest compared entry with this formula, charge and spin: 45.4 kJ/mol
Highest occupied orbital energy (alpha / beta): -5.96 / -10.18 eV
Multiplicity: 3
⟨S²⟩: 2.008
Kohn-Sham gap (alpha / beta): 0.2437 / 0.2822 Eh

Structure (XYZ):
```
12
Properties=species:S:1:pos:R:3:nbo_charge:R:1
C 0.3206 -0.0840 -0.2782 0.710
O 1.3328 0.3683 -0.9268 -0.580
O -0.5140 0.8977 0.2323 -0.504
O -0.4748 -1.0445 -0.8563 -0.501
C -1.8807 0.5238 0.0776 -0.097
C -1.7855 -0.9511 -0.3133 -0.101
H -2.3385 1.1369 -0.7114 0.189
H -2.4106 0.6852 1.0241 0.198
H -2.5052 -1.2442 -1.0850 0.209
H -1.8841 -1.6191 0.5553 0.183
Ag 3.2849 0.0130 -0.6186 0.157
H 1.2688 -0.8189 0.6136 0.137
```

---

Entry 4:
DFT (ωB97M-V/def2-TZVPD) results for C3H5AlBr2I as an isolated structure in a non-equilibrium geometry.

Values from the calculation:
F_max: 3.67 eV/Å
LUMO energy: 2.9519 eV
Total charge: -1
Highest occupied orbital energy: -5.11 eV
Multiplicity: 1
Kohn-Sham gap: 0.2961 Eh

Structure (XYZ):
```
12
Properties=species:S:1:pos:R:3:nbo_charge:R:1
C -1.0628 -1.8490 -0.4807 -0.673
C -0.8542 -0.2658 -0.2964 -0.134
Br -2.3659 0.8738 0.3405 0.023
C 0.4128 0.3160 -0.5579 -0.523
Br 1.8908 -0.8864 -1.1892 -0.054
Al 0.7269 2.3540 -0.2748 1.029
I 1.4071 2.7240 2.2560 -0.546
H -0.1653 -2.3166 0.0552 0.230
H -1.9742 -2.1849 0.1048 0.216
H -1.0604 -2.1682 -1.5631 0.225
H -0.6585 3.0995 -0.5332 -0.393
H 1.8247 2.9450 -1.2553 -0.398
```